# 1
11
Properties=species:S:1:pos:R:3:lowdin_charge:R:1 method="wB97M-V/def2-TZVPD" e_above_lowest_kcal_mol=47.7 energy_ha=-268.32918 total_charge=0 smiles="O=CCCO" homo_energy_ev=-9.89 e_lumo_ev=0.79 gap_ev=10.678
O 1.25 1.24 0.56 -0.116
C 0.81 -0.16 0.67 -0.225
C -0.66 -0.05 0.30 -0.142
C -1.05 -0.56 -1.05 -0.281
O -2.18 -0.76 -1.44 0.046
H 1.55 1.42 -0.34 0.091
H 0.98 -0.45 1.70 0.117
H 1.41 -0.79 0.00 0.114
H -0.42 1.08 0.24 0.146
H -1.40 -0.30 1.08 0.128
H -0.19 -0.68 -1.74 0.123

# 2
14
Properties=species:S:1:pos:R:3:lowdin_spin:R:1 method="wB97M-V/def2-TZVPD" s_squared=2.01 energy_ha=-2885.99178 total_charge=+2 homo_energy_ev="-16.79 / -18.01" spin_multiplicity=3 e_lumo_ev="-9.84 / -11.43" gap_ev="6.948 / 6.579"
O -0.55 2.09 -2.93 0.189
C 0.20 1.19 -3.23 0.301
O 0.21 0.10 -3.81 0.276
Mg 2.03 -0.01 -2.18 0.157
Yb -1.81 -0.25 -1.65 0.060
N 1.11 -0.50 0.13 0.408
S 0.30 -1.83 -0.77 0.509
S 0.16 0.36 1.05 0.050
O -1.21 0.55 0.46 0.009
O 0.82 1.57 1.53 0.012
C -0.24 -0.64 2.58 0.014
F -1.05 -1.64 2.27 0.005
F 0.88 -1.12 3.09 0.002
F -0.83 0.14 3.46 0.009

# 3
13
Properties=species:S:1:pos:R:3:lowdin_charge:R:1 method="wB97M-V/def2-TZVPD" e_above_lowest_kcal_mol=87.0 energy_ha=-663.58987 total_charge=0 homo_energy_ev=-8.65 e_lumo_ev=0.77 gap_ev=9.417
C -0.34 1.33 -0.07 -0.221
C -1.67 -0.08 0.17 -0.328
C -1.09 -1.30 -0.61 -0.062
C -0.45 -0.82 0.63 -0.340
H 2.57 -0.06 1.04 -0.127
H 0.08 2.32 -0.18 0.127
H -2.67 -0.54 0.60 0.170
H -1.54 -2.30 -0.54 0.103
H -0.46 -1.12 -1.49 0.106
H -0.56 -1.39 1.62 0.172
N 0.46 0.18 0.29 -0.554
N -1.54 1.21 -0.17 0.128
S 1.96 -0.08 -0.16 0.827